The following is a DFT calculation (the ωB97M-V functional and the def2-TZVPD basis) of a cluster of 9 separate species, C63H138N6O9 in total at a distorted geometry.

Last column: Löwdin charge in e.
Atoms and positions in Å:
C  -5.77  2.36  9.11  -0.0332
C  -4.37  1.84  9.46  -0.4724
C  -3.93  0.84  8.36  -0.0424
C  -3.42  2.99  9.59  -0.1650
C  -2.13  2.58  10.32  -0.1578
C  -2.57  2.25  11.79  -0.1232
C  -3.39  0.96  11.74  -0.5335
C  -2.52  -0.31  11.55  -0.0213
C  -4.00  0.80  13.14  -0.0535
N  -4.45  1.04  10.77  -0.1115
O  -5.47  0.03  10.86  0.0025
H  -6.23  2.58  10.07  0.0813
H  -5.69  3.29  8.55  0.0827
H  -6.43  1.63  8.64  0.0808
H  -2.90  0.50  8.42  0.0669
H  -4.59  0.02  8.07  0.0821
H  -3.90  1.33  7.39  0.0741
H  -3.07  3.33  8.62  0.1181
H  -3.88  3.92  9.93  0.1230
H  -1.52  1.83  9.80  0.1120
H  -1.53  3.49  10.34  0.1046
H  -2.95  3.11  12.33  0.1239
H  -1.56  2.13  12.20  0.1085
H  -2.46  -0.50  10.48  0.0651
H  -2.79  -1.30  11.93  0.0800
H  -1.50  -0.11  11.88  0.0763
H  -3.20  0.99  13.85  0.0905
H  -4.47  -0.18  13.21  0.0733
H  -4.88  1.42  13.33  0.0813
H  -6.07  0.44  11.48  0.0869
C  2.81  -10.39  2.02  -0.0235
C  1.37  -10.91  2.38  -0.4317
C  1.26  -11.55  3.79  -0.0382
C  0.37  -9.72  2.32  -0.1703
C  0.21  -9.12  0.95  -0.1893
C  -0.19  -10.22  -0.10  -0.1049
C  0.68  -11.52  -0.06  -0.5016
C  -0.05  -12.58  -0.89  -0.0455
C  1.96  -11.20  -0.83  -0.0572
N  0.80  -11.93  1.38  -0.1369
O  1.45  -13.09  1.48  -0.0216
H  3.40  -11.27  1.75  0.0833
H  2.93  -9.55  1.35  0.0622
H  3.24  -9.91  2.90  0.0768
H  1.42  -10.84  4.60  0.0814
H  0.36  -12.16  3.91  0.0852
H  2.10  -12.23  3.90  0.0721
H  -0.63  -10.14  2.48  0.1156
H  0.46  -8.99  3.13  0.1188
H  -0.53  -8.32  1.04  0.1054
H  1.07  -8.52  0.66  0.0968
H  0.09  -9.70  -1.02  0.1088
H  -1.22  -10.57  -0.03  0.1135
H  -0.34  -12.12  -1.83  0.0922
H  -0.90  -13.01  -0.35  0.0842
H  0.62  -13.44  -0.99  0.0802
H  2.50  -10.28  -0.57  0.0677
H  1.88  -11.24  -1.92  0.0856
H  2.65  -12.01  -0.61  0.0809
H  0.72  -13.71  1.40  0.1098
C  -11.39  -1.27  4.49  -0.0236
C  -10.81  -2.08  3.28  -0.5076
C  -11.78  -2.06  2.06  -0.0193
C  -9.41  -1.52  2.91  -0.1495
C  -8.50  -2.36  2.10  -0.1706
C  -8.38  -3.78  2.80  -0.1244
C  -9.77  -4.38  3.12  -0.4636
C  -10.25  -5.11  1.84  -0.0197
C  -9.46  -5.40  4.25  -0.0545
N  -10.65  -3.38  3.80  -0.1795
O  -11.79  -3.98  4.21  -0.0055
H  -11.30  -0.19  4.38  0.0845
H  -12.38  -1.67  4.71  0.0765
H  -10.85  -1.56  5.39  0.0803
H  -12.29  -1.10  2.03  0.0783
H  -11.35  -2.42  1.13  0.0711
H  -12.68  -2.66  2.17  0.0767
H  -9.51  -0.64  2.29  0.1229
H  -8.95  -1.31  3.88  0.1241
H  -8.78  -2.49  1.06  0.1059
H  -7.50  -1.92  2.15  0.1091
H  -7.68  -3.88  3.63  0.1085
H  -7.92  -4.44  2.07  0.1066
H  -10.20  -4.33  1.09  0.0622
H  -11.31  -5.36  1.91  0.0803
H  -9.69  -6.02  1.62  0.0855
H  -8.82  -6.20  3.87  0.0774
H  -10.29  -6.00  4.64  0.0748
H  -8.93  -4.98  5.10  0.0807
H  -11.67  -3.91  5.16  0.1124
C  -7.17  10.89  -6.26  -0.0481
C  -7.40  9.57  -6.86  -0.5447
C  -8.90  9.38  -7.14  -0.0314
C  -6.67  9.56  -8.21  -0.1714
C  -5.14  9.44  -8.31  -0.1379
C  -4.87  8.13  -7.41  -0.0927
C  -5.40  8.12  -5.91  -0.5237
C  -5.22  6.76  -5.29  -0.0493
C  -4.57  9.02  -5.13  -0.0640
N  -6.87  8.47  -6.01  -0.1106
O  -7.49  8.37  -4.76  -0.0086
H  -6.20  11.21  -6.63  0.0698
H  -7.88  11.62  -6.66  0.0949
H  -7.04  10.85  -5.17  0.0941
H  -9.19  9.97  -8.00  0.0811
H  -9.09  8.32  -7.34  0.0879
H  -9.48  9.83  -6.33  0.0830
H  -6.99  8.63  -8.70  0.1118
H  -7.08  10.35  -8.85  0.1197
H  -4.90  9.54  -9.37  0.1048
H  -4.59  10.28  -7.88  0.0891
H  -3.86  7.75  -7.56  0.1060
H  -5.45  7.37  -7.93  0.1032
H  -4.26  6.40  -5.65  0.0888
H  -5.99  6.06  -5.62  0.0844
H  -5.34  6.62  -4.22  0.0879
H  -3.54  8.69  -5.26  0.1023
H  -4.82  9.08  -4.07  0.0943
H  -4.77  10.06  -5.39  0.0769
H  -7.91  7.52  -4.86  0.1025
C  2.34  3.41  0.07  -0.0301
C  2.91  1.99  -0.01  -0.4719
C  4.30  2.07  -0.74  -0.0458
C  3.27  1.34  1.34  -0.1398
C  2.12  0.70  2.14  -0.1555
C  1.50  -0.22  1.07  -0.1538
C  0.91  0.37  -0.20  -0.4847
C  0.39  -0.70  -1.17  -0.0164
C  -0.13  1.40  0.21  -0.0472
N  2.00  1.14  -0.86  -0.1865
O  1.83  1.51  -2.13  0.0015
H  3.09  3.98  0.62  0.0812
H  2.29  3.73  -0.97  0.0806
H  1.36  3.57  0.51  0.0711
H  4.06  2.61  -1.66  0.0697
H  4.99  2.75  -0.25  0.0854
H  4.80  1.15  -1.03  0.0862
H  4.10  0.67  1.13  0.1124
H  3.63  2.18  1.94  0.1128
H  2.47  0.07  2.96  0.1055
H  1.49  1.43  2.66  0.1029
H  0.64  -0.75  1.48  0.1158
H  2.21  -1.04  0.93  0.1245
H  -0.54  -0.35  -1.62  0.0830
H  0.23  -1.69  -0.75  0.0776
H  1.07  -1.02  -1.96  0.0776
H  0.15  1.94  1.12  0.0615
H  -1.09  0.99  0.52  0.0822
H  -0.48  2.13  -0.51  0.0932
H  2.57  1.04  -2.53  0.1071
C  7.84  -5.04  -3.82  -0.0262
C  6.39  -4.84  -4.55  -0.4446
C  5.42  -4.21  -3.52  -0.0356
C  6.72  -3.83  -5.58  -0.1796
C  5.60  -3.71  -6.65  -0.1863
C  5.18  -5.02  -7.19  -0.1800
C  4.86  -6.18  -6.26  -0.4559
C  3.38  -6.06  -5.83  -0.0226
C  5.06  -7.50  -7.09  -0.0321
N  5.92  -6.12  -5.22  -0.1465
O  5.98  -7.14  -4.38  -0.0087
H  7.61  -5.74  -3.02  0.0680
H  8.66  -5.45  -4.41  0.0748
H  8.28  -4.13  -3.42  0.0773
H  5.99  -3.52  -2.89  0.0749
H  4.63  -3.57  -3.90  0.0705
H  5.01  -4.89  -2.77  0.0837
H  6.87  -2.84  -5.14  0.1231
H  7.62  -4.07  -6.14  0.1168
H  4.80  -3.28  -6.06  0.1012
H  6.01  -3.10  -7.46  0.1178
H  6.01  -5.18  -7.88  0.1195
H  4.28  -4.85  -7.78  0.1186
H  3.27  -5.24  -5.12  0.0683
H  3.13  -6.96  -5.28  0.0835
H  2.66  -5.82  -6.61  0.0841
H  4.31  -7.86  -7.79  0.0831
H  5.34  -8.34  -6.45  0.0671
H  5.97  -7.55  -7.68  0.0730
H  6.85  -7.45  -4.64  0.1125
C  13.16  5.67  4.52  -0.0386
C  12.00  6.06  3.48  -0.5059
C  10.65  6.14  4.11  -0.0671
O  12.38  7.34  3.12  -0.0575
H  13.06  6.19  5.47  0.0775
H  14.14  5.86  4.06  0.0657
H  13.14  4.59  4.67  0.0647
H  11.93  5.38  2.63  0.1299
H  10.52  5.31  4.79  0.0782
H  9.74  6.23  3.50  0.0809
H  10.72  6.99  4.79  0.0838
H  13.18  7.21  2.59  0.0885
C  10.17  3.80  -9.16  -0.0348
C  9.05  4.72  -8.52  -0.5182
C  8.08  3.99  -7.62  -0.0733
O  9.62  5.56  -7.64  -0.0493
H  9.64  2.89  -9.47  0.0665
H  10.87  3.38  -8.43  0.0730
H  10.70  4.20  -10.02  0.0731
H  8.57  5.33  -9.29  0.1395
H  7.31  4.65  -7.23  0.0818
H  8.57  3.52  -6.77  0.0832
H  7.53  3.20  -8.11  0.0709
H  10.32  5.03  -7.25  0.0877
C  6.66  10.71  -3.15  -0.0271
C  7.84  9.84  -2.54  -0.4689
C  7.50  8.39  -2.15  -0.0656
O  8.89  9.64  -3.47  -0.0751
H  7.12  11.37  -3.88  0.0695
H  6.38  11.31  -2.28  0.0676
H  5.83  10.24  -3.66  0.0712
H  8.24  10.30  -1.64  0.1216
H  6.82  7.97  -2.89  0.0802
H  7.02  8.47  -1.18  0.0725
H  8.42  7.83  -2.01  0.0731
H  9.65  9.27  -3.01  0.0809

Values from the calculation:
E_tot, eV: -94920.875
F_max, eV Å⁻¹: 5.49
Charge: 0
E_HOMO, eV: -7.60